# C5H7BrINO

2 unconnected molecules or ions with the total composition C5H7BrINO at a distorted geometry (ωB97M-V/def2-TZVPD, the OMol25 dataset).

XYZ file:
```
16
Properties=species:S:1:pos:R:3:forces:R:3
C -1.785969 0.289157 0.178890 -1.214 1.529 -0.066
C -1.186208 0.435987 1.495475 -0.388 0.323 -0.682
C 1.837773 -0.613113 -1.548637 -2.438 0.379 1.798
C -1.902471 -0.825918 -0.571995 -0.979 2.180 -0.407
C 1.886848 0.448567 -0.500688 -0.126 0.477 1.087
N -1.350368 1.457941 2.249849 -0.270 0.194 0.093
O -0.987758 1.670106 3.396686 -0.046 0.095 -0.450
Br -1.200578 -2.472494 -0.156768 0.318 -0.759 0.303
I 3.660090 1.350429 0.041844 0.214 0.069 -0.222
H -2.314949 1.278565 -0.082059 0.703 -1.872 -0.255
H -0.604325 -0.317719 1.903671 1.060 -1.639 0.734
H 2.850945 -0.693593 -1.868920 0.448 -1.269 -0.536
H 1.187706 -1.441479 -1.070776 1.918 0.438 -0.900
H 1.176247 -0.309836 -2.361275 0.225 0.278 -0.378
H -2.518619 -0.796671 -1.496498 0.720 -0.095 0.784
H 1.251637 0.540071 0.391200 -0.145 -0.329 -0.902
```
Forces are in eV/Å.

Summary:
**Charge**: 0
**Highest occupied orbital energy (spin up / spin down)**: -0.3395 / -0.2855 hartree
**Total energy**: -3196.21045 Ha
**LUMO (spin up / spin down)**: -0.1 / -1.2 eV